C5H8FNO | the ωB97M-V functional and the def2-TZVPD basis

Element x y z (Å)
C1 2.886 -0.833 0.086
N1 1.370 -0.566 -0.078
C2 1.001 0.722 -0.038
O1 1.739 1.678 0.315
C3 -0.521 0.909 -0.269
C4 -1.565 0.064 0.032
C5 -3.034 0.430 0.121
F1 -1.559 -1.312 0.154
H1 3.111 -0.641 1.210
H2 3.654 -0.174 -0.594
H3 3.066 -1.899 -0.239
H4 0.865 -1.421 -0.521
H5 -0.847 1.998 -0.765
H6 -3.354 1.587 -0.035
H7 -3.445 -0.010 1.155
H8 -3.369 -0.534 -0.534

Results
- Energy relative to the best compared isomer or geometry (same formula, charge and spin): 78.9 kcal/mol
- Gap between HOMO and LUMO: 10.17 eV
- Total charge: 0
- F_max: 0.08279 Eh/bohr
- Multiplicity: 1
- LUMO level: 0.659 eV

C5H8FNO2 | the ωB97M-V functional and the def2-TZVPD basis

Element x y z (Å)
C1 2.148 -0.599 -0.045
C2 0.904 0.265 -0.186
F1 1.303 1.477 0.338
C3 -0.291 -0.174 0.592
N1 -0.926 -1.206 0.205
O1 -0.785 -2.107 -0.675
O2 -2.113 -1.440 1.045
H1 1.998 -1.633 -0.313
H2 2.987 -0.270 -0.743
H3 2.486 -0.613 0.965
H4 0.828 0.560 -1.295
H5 -0.670 0.482 1.357
H6 -2.237 -2.312 1.210
C4 -0.994 2.254 -0.918
C5 -1.781 1.550 -0.287
H7 -0.467 2.975 -1.436
H8 -2.390 0.791 0.185

Results
- Energy relative to the best compared isomer or geometry (same formula, charge and spin): 150.4 kcal/mol
- Gap between HOMO and LUMO (spin up / spin down): 9.76 / 9.76 eV
- Total charge: 0
- F_max: 0.12027 Eh/bohr
- Multiplicity: 1
- LUMO level (spin up / spin down): 0.482 / 0.482 eV

C5H8FNO3P | the ωB97M-V functional and the def2-TZVPD basis

Element x y z (Å)
C1 -3.033 -2.163 0.331
N1 -2.390 -1.235 -0.264
C2 -1.661 -0.100 -0.195
C3 -2.683 1.053 -0.019
F1 -3.904 0.550 0.402
O1 -0.486 0.019 -0.508
P1 0.938 -1.387 -0.174
O2 1.384 -0.551 1.123
C4 2.462 0.349 0.928
C5 2.665 0.352 -0.643
O3 2.069 -0.888 -1.103
H1 -2.726 -2.146 1.410
H2 -3.749 -2.847 -0.044
H3 -2.900 1.626 -0.904
H4 -2.347 1.715 0.776
H5 3.291 -0.020 1.636
H6 2.006 1.366 1.261
H7 2.355 1.265 -1.360
H8 3.756 0.189 -0.923

Results
- Energy relative to the best compared isomer or geometry (same formula, charge and spin): 14.9 kcal/mol
- Gap between HOMO and LUMO: 10.82 eV
- Total charge: +1
- F_max: 0.09838 Eh/bohr
- Multiplicity: 1
- LUMO level: -3.749 eV

C5H8FNS | the ωB97M-V functional and the def2-TZVPD basis

Element x y z (Å)
C1 0.995 -1.219 1.455
C2 -0.454 -1.094 1.149
C3 -1.036 -0.311 0.207
F1 -2.399 -0.230 0.201
C4 -0.312 0.619 -0.682
C5 -0.772 2.104 -0.646
N1 0.649 0.343 -1.492
S1 1.027 -1.233 -1.811
H1 1.135 -1.253 2.557
H2 1.413 -2.193 1.104
H3 1.577 -0.413 1.007
H4 -1.067 -1.575 1.866
H5 0.074 2.576 -1.248
H6 -0.809 2.449 0.366
H7 -1.775 2.316 -1.130
H8 1.754 -0.887 -2.902

Results
- Energy relative to the best compared isomer or geometry (same formula, charge and spin): 24.9 kcal/mol
- Gap between HOMO and LUMO: 9.42 eV
- Total charge: 0
- F_max: 0.04270 Eh/bohr
- Multiplicity: 1
- LUMO level: 0.664 eV

C5H8FNS | the ωB97M-V functional and the def2-TZVPD basis

Element x y z (Å)
C1 -0.830 -0.448 -1.423
C2 -0.298 1.599 0.145
C3 -0.465 0.866 1.326
C4 0.268 -0.260 1.347
C5 1.250 -1.153 0.506
H1 -0.154 -1.278 -1.905
H2 -1.040 -1.083 -0.517
H3 -1.853 -0.445 -2.118
H4 -0.420 1.390 -1.978
H5 -0.997 1.516 2.229
H6 0.117 -0.801 2.194
H7 2.045 -1.769 1.576
H8 0.739 -2.089 -0.157
N1 -0.515 0.902 -1.023
F1 1.829 -0.140 -0.415
S1 0.322 3.192 0.214

Results
- Energy relative to the best compared isomer or geometry (same formula, charge and spin): 119.1 kcal/mol
- Gap between HOMO and LUMO: 8.05 eV
- Total charge: 0
- F_max: 0.09438 Eh/bohr
- Multiplicity: 1
- LUMO level: -0.061 eV

C5H8FNS | the ωB97M-V functional and the def2-TZVPD basis

Element x y z (Å)
C1 -0.938 -1.402 0.153
C2 0.221 -0.641 -0.034
C3 -2.695 0.730 0.084
C4 1.568 -1.266 -0.106
C5 1.100 1.647 -0.010
N1 0.018 0.653 0.022
F1 -3.985 1.160 -0.102
S1 -2.515 -0.908 0.175
H1 -0.694 -2.479 0.349
H2 -1.765 1.439 -0.080
H3 2.360 -0.599 0.282
H4 1.869 -1.649 -1.212
H5 1.509 -2.177 0.477
H6 1.428 1.816 1.070
H7 1.963 1.165 -0.466
H8 0.556 2.512 -0.601

Results
- Energy relative to the best compared isomer or geometry (same formula, charge and spin): 80.3 kcal/mol
- Gap between HOMO and LUMO: 7.55 eV
- Total charge: 0
- F_max: 0.06223 Eh/bohr
- Multiplicity: 1
- LUMO level: 0.040 eV

C5H8FO2S | the ωB97M-V functional and the def2-TZVPD basis

Element x y z (Å)
C1 -1.075 -0.939 -0.315
C2 -0.184 -1.444 0.779
C3 0.049 -1.104 -1.327
C4 1.050 -1.374 -0.177
C5 0.711 2.482 0.684
O1 -2.634 0.800 0.909
O2 -2.174 1.342 -1.476
F1 1.819 2.035 -0.086
S1 -1.668 0.744 -0.208
H1 0.033 -0.846 1.606
H2 -0.596 -2.452 1.111
H3 -0.091 -1.963 -1.954
H4 0.222 -0.034 -1.703
H5 1.781 -0.676 0.120
H6 1.496 -2.326 -0.124
H7 0.484 3.568 0.484
H8 0.775 2.187 1.676

Results
- Energy relative to the best compared isomer or geometry (same formula, charge and spin): 84.8 kcal/mol
- Gap between HOMO and LUMO (spin up / spin down): 6.42 / 7.12 eV
- Total charge: -1
- F_max: 0.05979 Eh/bohr
- Multiplicity: 1
- LUMO level (spin up / spin down): 3.754 / 3.832 eV

C5H8IN | the ωB97M-V functional and the def2-TZVPD basis

Element x y z (Å)
C1 -0.308 2.288 -0.256
C2 0.215 1.097 -0.153
N1 0.842 0.050 -0.150
C3 2.161 -0.148 0.173
H1 -0.424 2.740 -1.188
H2 -0.789 2.798 0.648
H3 2.296 -0.247 1.181
H4 2.559 -1.000 -0.282
H5 2.709 0.680 -0.279
C4 -1.097 -1.925 -0.338
C5 -1.739 -1.077 0.485
I1 -3.371 0.047 -0.162
H6 -0.346 -2.604 0.109
H7 -1.045 -1.660 -1.431
H8 -1.662 -1.038 1.643

Results
- Energy relative to the best compared isomer or geometry (same formula, charge and spin): 59.1 kcal/mol
- Gap between HOMO and LUMO: 8.75 eV
- Total charge: 0
- F_max: 0.07583 Eh/bohr
- Multiplicity: 1
- LUMO level: 0.683 eV